Run i
A single C4H4BrI molecule. Source: the Open Molecules 2025 dataset; level of theory: ωB97M-V/def2-TZVPD.

Each line ends with the Mulliken charge.
CARTESIAN COORDINATES (ANGSTROEM)
1 C -0.407 -2.371 0.460  -0.198
2 C 1.928 -1.408 -0.407  -0.315
3 C -0.446 -0.936 0.077  -0.705
4 C 0.935 -0.325 -0.197  -0.360
5 Br -1.922 -3.257 0.066  -0.028
6 I 3.899 -0.654 -0.442  0.027
7 H -1.182 -0.706 -0.600  0.502
8 H -0.918 -0.605 0.975  0.308
9 H 1.232 0.073 0.892  0.283
10 H 1.050 0.669 -0.697  0.485

HOMO-LUMO gap (spin up / spin down)   7.3 / 7.3 eV
Highest occupied orbital energy (spin up / spin down)   -8.2 / -8.2 eV



Run ii
A single C4H4BrI molecule. Source: the Open Molecules 2025 dataset; level of theory: ωB97M-V/def2-TZVPD.

Each line ends with the Mulliken charge.
CARTESIAN COORDINATES (ANGSTROEM)
1 Br -1.376 2.584 0.015  -0.116
2 C -0.606 0.893 -0.075  0.052
3 C -0.978 -0.469 -0.186  -0.319
4 I -2.824 -1.435 -0.051  0.102
5 C 0.430 -0.905 0.107  -0.320
6 C 0.864 0.593 -0.101  -0.382
7 H 0.664 -1.275 1.115  0.239
8 H 1.063 -1.571 -0.542  0.236
9 H 1.439 0.655 -1.097  0.237
10 H 1.324 0.930 0.815  0.270

HOMO-LUMO gap   9.2 eV
Highest occupied orbital energy   -8.7 eV
SMILES   BrC1=C(I)CC1



Energy ordering: run ii at the bottom, the next structure 5.321 eV above.